(1)
{"formula": "C26H23AsBrFeNO10S2", "method": "wB97M-V/def2-TZVPD", "s2": 6.01, "multiplicity": 5, "charge": -2, "homo_lumo_gap_ev": [7.13, 6.63], "elements": ["Fe", "Br", "C", "C", "C", "C", "C", "C", "C", "C", "C", "C", "H", "H", "H", "H", "H", "H", "O", "As", "O", "O", "C", "C", "C", "C", "C", "C", "S", "O", "O", "O", "H", "H", "H", "H", "H", "C", "C", "C", "C", "C", "C", "C", "S", "O", "O", "N", "C", "C", "C", "O", "O", "H", "H", "H", "H", "H", "H", "H", "H", "H", "H", "H", "H"], "xyz": [[0.19574, 0.42670, -0.71456], [1.69379, -0.31486, 2.09020], [0.21212, -1.42744, 2.52417], [0.12300, -1.84138, 3.82227], [-0.89589, -2.74169, 4.19456], [-1.75817, -3.21106, 3.24996], [-1.67600, -2.78135, 1.90233], [-2.57236, -3.29905, 0.93700], [-2.49644, -2.87287, -0.35462], [-1.56015, -1.88071, -0.72435], [-0.65904, -1.31189, 0.15640], [-0.69671, -1.82427, 1.49658], [0.83801, -1.48327, 4.54980], [-0.97211, -3.06428, 5.22616], [-2.53169, -3.92582, 3.51300], [-3.30695, -4.03447, 1.24994], [-3.17002, -3.27712, -1.10359], [-1.56348, -1.54352, -1.75626], [0.37973, 0.18120, -5.39814], [1.14591, -0.33601, -3.85779], [1.57725, -1.88300, -4.16690], [0.03591, 0.15466, -2.72162], [2.65040, 0.92869, -3.87536], [2.96776, 1.52823, -5.08964], [4.02636, 2.42144, -5.19691], [4.78983, 2.72891, -4.08282], [4.48728, 2.13980, -2.86400], [3.42575, 1.25161, -2.76141], [3.08354, 0.58044, -1.14024], [2.06442, 1.50227, -0.57846], [4.33756, 0.62664, -0.41752], [2.52242, -0.73790, -1.37556], [0.39882, -0.63015, -5.92048], [2.36265, 1.29760, -5.95540], [4.24923, 2.87632, -6.15519], [5.61927, 3.42238, -4.15776], [5.07396, 2.34799, -1.97864], [6.14753, 2.92261, 0.94773], [4.88370, 3.10668, 1.73853], [3.78607, 3.75634, 1.18218], [2.59494, 3.86744, 1.87588], [2.49940, 3.31706, 3.14735], [3.57513, 2.65987, 3.72202], [4.76423, 2.56824, 3.01672], [0.95116, 3.37469, 3.99499], [0.51749, 4.73523, 4.19061], [1.06113, 2.55069, 5.17784], [0.03145, 2.71868, 2.82753], [-1.41324, 2.53322, 3.00635], [-1.90776, 1.75758, 1.79444], [-1.68087, 2.58117, 0.51069], [-2.23010, 3.68080, 0.45342], [-0.94735, 2.06523, -0.39755], [6.23714, 3.68414, 0.17203], [6.11775, 1.94432, 0.46432], [7.02878, 2.97523, 1.58986], [3.84943, 4.14033, 0.17116], [1.72829, 4.33117, 1.42360], [3.45768, 2.20799, 4.69752], [5.60508, 2.03882, 3.45082], [0.48677, 1.88467, 2.46084], [-1.88681, 3.51381, 3.02517], [-1.62965, 1.99858, 3.93786], [-2.98073, 1.58214, 1.89440], [-1.41442, 0.78482, 1.73155]], "forces_ev_per_a": [[-0.208, -0.044, 0.068], [-0.037, 0.006, 0.022], [0.038, 0.034, -0.078], [-0.034, -0.011, -0.036], [0.026, 0.009, 0.052], [-0.033, -0.028, -0.011], [0.021, 0.017, -0.022], [-0.017, -0.029, 0.066], [0.044, 0.060, -0.069], [-0.071, -0.050, 0.022], [0.085, 0.109, 0.028], [-0.029, -0.059, 0.003], [0.001, -0.005, 0.009], [-0.002, -0.003, 0.000], [0.006, 0.002, 0.012], [0.001, -0.001, -0.005], [-0.008, -0.006, 0.008], [0.003, -0.002, -0.008], [-0.004, 0.014, -0.046], [0.081, 0.110, -0.041], [-0.066, -0.003, 0.026], [0.003, -0.111, 0.021], [-0.004, -0.033, 0.129], [0.027, 0.040, -0.070], [-0.046, -0.035, -0.016], [0.006, -0.014, 0.066], [0.015, 0.024, -0.064], [0.030, 0.010, 0.006], [0.019, 0.044, -0.026], [0.043, -0.152, -0.064], [-0.008, 0.042, 0.005], [0.045, 0.083, 0.004], [-0.003, -0.012, 0.009], [0.000, -0.001, 0.004], [0.001, 0.000, 0.001], [0.000, 0.002, -0.003], [-0.002, 0.000, -0.004], [-0.037, -0.011, 0.032], [-0.010, 0.011, 0.025], [0.014, 0.005, -0.028], [-0.017, -0.016, 0.013], [-0.022, 0.002, -0.035], [-0.005, 0.006, 0.017], [0.017, 0.007, 0.008], [-0.006, 0.077, -0.017], [-0.015, -0.022, 0.037], [0.006, -0.002, 0.014], [0.062, -0.102, -0.043], [-0.014, 0.033, -0.009], [-0.004, 0.039, -0.013], [-0.052, -0.044, 0.026], [-0.012, 0.007, -0.015], [0.151, 0.006, 0.000], [0.012, -0.008, -0.011], [0.017, 0.003, -0.035], [0.004, -0.012, -0.004], [-0.007, 0.002, 0.001], [0.002, 0.002, -0.012], [0.005, -0.004, 0.002], [0.000, 0.001, 0.004], [0.009, -0.020, 0.014], [0.015, 0.010, 0.027], [-0.021, -0.014, -0.022], [-0.002, 0.005, 0.017], [-0.009, 0.031, 0.005]]}

(2)
{"formula": "C12H22N2O6STi", "method": "wB97M-V/def2-TZVPD", "homo_lumo_gap_ev": 7.20, "elements": ["Ti", "O", "C", "O", "C", "O", "C", "C", "O", "O", "H", "H", "H", "H", "H", "S", "C", "N", "C", "C", "C", "N", "H", "H", "H", "H", "H", "H", "H", "H", "C", "C", "C", "C", "O", "H", "H", "H", "H", "H", "H", "H", "H", "H"], "xyz": [[-0.30137, 0.17647, -0.61919], [3.38391, -0.81284, 1.30085], [2.34390, -0.71284, 0.49230], [1.59538, 0.24537, 0.50504], [2.14139, -1.86795, -0.45442], [1.40381, -1.41272, -1.56267], [2.16878, -0.68121, -2.53478], [1.61734, 0.73810, -2.68583], [2.33773, 1.61530, -3.09962], [0.35976, 0.84432, -2.36018], [3.37598, -0.04109, 1.89285], [1.52848, -2.60963, 0.06116], [3.09434, -2.31667, -0.73837], [2.08016, -1.19566, -3.49272], [3.22259, -0.63154, -2.25881], [-2.11579, 1.56167, -0.39546], [-0.60065, 1.80689, 0.56340], [0.29981, 2.80792, 0.11926], [0.62838, 3.96808, 0.93840], [0.72125, 3.57840, 2.40003], [-0.53590, 2.82209, 2.78778], [-0.60384, 1.61425, 1.97043], [0.13028, 3.04783, -0.84658], [-0.13415, 4.75412, 0.83235], [1.57582, 4.37791, 0.58533], [0.84216, 4.47276, 3.01295], [1.58678, 2.93025, 2.55997], [-1.41526, 3.46943, 2.64713], [-0.50509, 2.52074, 3.83530], [-1.38208, 1.02046, 2.21936], [-2.03657, -2.01680, -1.88809], [-1.80665, -2.32500, -0.40613], [-3.10171, -2.17745, 0.38051], [-1.23093, -3.72594, -0.24193], [-0.86081, -1.39410, 0.11806], [-1.10472, -2.13097, -2.44649], [-2.39683, -0.98974, -2.00768], [-2.78494, -2.68375, -2.31743], [-3.85913, -2.87067, 0.00927], [-3.48072, -1.15870, 0.29256], [-2.92261, -2.38813, 1.43606], [-1.93794, -4.47984, -0.59275], [-1.01027, -3.91911, 0.80928], [-0.31007, -3.83001, -0.82053]], "forces_ev_per_a": [[0.011, -0.045, -0.416], [-0.130, -0.002, 0.014], [0.042, 0.028, -0.003], [0.055, -0.055, -0.005], [-0.019, 0.016, -0.122], [0.005, -0.098, 0.004], [0.069, 0.022, 0.003], [-0.041, -0.025, -0.087], [-0.057, -0.026, -0.086], [0.203, 0.055, 0.296], [0.018, -0.033, -0.017], [0.016, -0.001, 0.030], [0.014, 0.012, 0.015], [0.007, 0.002, -0.001], [-0.010, -0.010, 0.020], [-0.169, 0.133, 0.046], [0.114, 0.287, 0.161], [0.164, -0.064, 0.036], [-0.188, 0.063, -0.010], [0.008, -0.007, 0.040], [-0.004, -0.018, -0.012], [-0.058, 0.003, -0.071], [0.010, -0.033, -0.012], [0.002, 0.008, 0.024], [-0.014, 0.011, -0.019], [-0.002, -0.001, -0.001], [-0.007, 0.004, 0.010], [0.006, 0.000, -0.006], [-0.004, -0.002, -0.002], [0.007, 0.000, 0.026], [0.057, 0.032, 0.096], [0.056, -0.033, 0.038], [-0.022, -0.003, 0.019], [0.014, -0.017, 0.002], [-0.082, -0.172, 0.059], [-0.014, -0.016, -0.018], [-0.050, -0.020, -0.021], [0.002, -0.003, -0.015], [-0.007, 0.004, 0.010], [0.013, 0.003, -0.015], [0.004, -0.007, -0.004], [0.005, -0.006, 0.007], [-0.011, 0.000, 0.001], [-0.011, 0.011, -0.014]]}

(3)
{"formula": "CH3F3NP", "method": "wB97M-V/def2-TZVPD", "homo_lumo_gap_ev": [9.00, 7.74], "elements": ["C", "N", "F", "F", "F", "P", "H", "H", "H"], "xyz": [[0.01736, 0.42386, 1.11656], [-0.18758, 0.31811, -1.58617], [-1.28248, 0.56337, 0.82652], [0.02214, -0.60144, 2.05583], [0.44813, 1.50619, 1.75741], [1.03058, 0.10717, -0.41796], [-1.01911, 0.23846, -1.13564], [-0.15736, -0.11594, -2.46551], [1.12833, -2.43977, -0.15104]], "forces_ev_per_a": [[-0.785, -1.530, 1.220], [2.797, 0.809, 1.187], [-0.567, 0.580, -0.025], [0.575, 0.874, -1.010], [-0.015, 0.304, 0.025], [1.158, -1.534, -1.084], [-3.417, -0.196, 0.867], [0.354, -0.580, -1.109], [-0.100, 1.273, -0.072]]}

Question: Which formula does entry 1 have?
Answer: C26H23AsBrFeNO10S2

Question: What is the formula in the second record?
Answer: C12H22N2O6STi